Computed, not measured: a molecular structure, C9H18Br2N4O3PS at a distorted geometry, with the ωB97M-V functional and the def2-TZVPD basis.

The calculation puts the electronic energy at -181929.6544 eV. The value obtained for the HOMO energy is -11.81 eV. For the energy above the lowest of the compared OMol25 structures with the same formula, charge and spin, the calculation gives 1.0042 eV. The charge is +1. Its gap between HOMO and LUMO is 7.494 eV.

Structure (XYZ):
```
38
Properties=species:S:1:pos:R:3:forces:R:3
C -1.82358 -1.90032 1.79619 0.1 -0.5 -0.8
C -2.85316 -1.28106 0.83590 1.4 -0.9 0.7
O -3.91585 -1.03857 1.23032 -2.5 0.7 0.5
O -2.60797 -1.02371 -0.53654 1.1 1.0 0.3
C -1.32920 -0.61843 -0.81950 -0.6 1.1 0.2
O -0.47840 -1.37935 -1.07092 1.7 -1.6 -0.5
C -0.94499 0.89169 -0.88222 -0.5 0.1 -0.3
P 0.68906 1.20115 -0.06723 0.0 -0.1 -0.1
C 1.09971 2.98450 -0.08077 -0.4 0.0 0.7
C 2.38022 3.36815 0.72605 1.7 1.1 0.5
N 2.33998 2.90126 2.12340 -0.4 -0.5 -0.2
N 3.62727 2.96483 0.02809 -0.4 0.0 0.5
N 2.40405 4.84482 0.73591 -1.0 -1.1 -0.4
N 0.61682 0.55989 1.52573 0.8 0.3 -2.2
C -0.31973 1.08754 2.10035 -1.6 0.7 1.3
S -1.55827 1.73498 2.77117 0.6 -0.3 -0.1
H -2.31962 -2.78636 2.23595 0.1 0.5 -0.3
H -1.67501 -1.19172 2.62386 0.1 -0.3 -0.4
H -0.89265 -2.25110 1.32463 -0.3 0.4 0.3
H -1.73558 1.57474 -0.52630 0.5 -0.2 0.0
H -0.78723 1.09903 -1.96405 -0.1 0.0 0.6
H 1.71199 0.53684 -0.78929 -0.5 0.0 0.5
H 0.24874 3.50592 0.41112 0.3 -0.4 -0.2
H 1.15788 3.38473 -1.10952 0.2 -0.5 0.3
H 2.79468 1.99504 2.23489 -0.2 0.2 0.0
H 2.82778 3.55078 2.73376 -0.1 -0.1 -0.2
H 4.06063 2.17739 0.51348 -0.2 0.0 -0.2
H 4.27777 3.73112 0.20744 0.0 -0.2 -0.5
H 1.47643 5.12572 1.04839 0.5 0.6 0.2
H 3.12225 5.17949 1.37310 -0.2 0.0 0.0
Br -1.07386 -6.90754 -3.83404 0.0 0.0 0.1
C -2.02352 -5.61353 -2.73452 0.0 -0.1 -0.3
C -1.17234 -4.40339 -2.45175 -0.1 0.1 0.3
Br 0.16787 -4.77913 -1.08983 0.0 0.0 0.0
H -2.33885 -6.13333 -1.83395 0.1 0.1 0.0
H -2.90135 -5.33554 -3.31586 0.0 0.1 0.0
H -1.77785 -3.59709 -2.03992 0.0 0.0 0.0
H -0.64075 -4.04161 -3.32763 0.0 -0.1 0.0
```
Positions in Å, forces in eV/Å.

=====

Computed, not measured: a single C9H6O2 molecule at a distorted geometry, with the ωB97M-V functional and the def2-TZVPD basis.

The calculation puts the electronic energy at -13522.1674 eV. The value obtained for the HOMO energy is -8.64 eV. For the energy above the lowest of the compared OMol25 structures with the same formula, charge and spin, the calculation gives 2.7303 eV. The SMILES is O=c1ccc2cocc2cc1. The charge is 0. Its gap between HOMO and LUMO is 8.454 eV.

Structure (XYZ):
```
17
Properties=species:S:1:pos:R:3:forces:R:3
O -1.13732 -3.23867 0.38842 -0.9 -2.2 0.0
O 1.02951 2.71037 -0.37229 1.5 1.0 0.4
C -0.81504 -2.09523 0.19174 0.9 -0.9 1.6
C 1.77346 1.72187 0.20276 -0.4 -1.2 0.7
C -0.05278 2.19015 -0.90840 -1.7 -1.7 -0.3
C 0.31763 -1.67206 1.01090 3.2 5.2 -2.5
C -1.63508 -1.27954 -0.60761 -1.9 4.8 -2.2
C 1.25901 -0.61030 0.80524 -1.7 -4.5 3.1
C -1.31710 0.02686 -0.99939 1.2 -2.8 2.5
C 1.06959 0.54278 0.03684 0.5 0.9 0.1
C -0.13969 0.82018 -0.67008 0.1 1.4 -0.9
H 2.63766 1.88110 0.91858 -1.3 0.4 -1.5
H -0.80767 2.82798 -1.37569 0.7 0.0 0.2
H 0.58285 -2.20295 1.85204 0.0 -1.9 1.3
H -2.73424 -1.54736 -0.77417 2.0 -0.2 0.2
H 2.05535 -0.71753 1.61417 -0.7 0.8 -1.5
H -2.08611 0.64235 -1.31308 -1.6 0.8 -1.3
```
Positions in Å, forces in eV/Å.

=====

Computed, not measured: a molecular structure, C23H26AuBGeN5 at a distorted geometry, with the ωB97M-V functional and the def2-TZVPD basis.

The calculation puts the electronic energy at -92587.8225 eV. The value obtained for the HOMO energy (alpha / beta) is -12.33 / -14.05 eV. For the energy above the lowest of the compared OMol25 structures with the same formula, charge and spin, the calculation gives 0.0000 eV. As for the spin multiplicity: 4. The charge is +2. Its gap between HOMO and LUMO (alpha / beta) is 6.054 / 4.487 eV.

Structure (XYZ):
```
57
Properties=species:S:1:pos:R:3:forces:R:3
Au 10.64898 9.96905 13.15932 0.0 -0.3 -0.9
B 9.72378 13.34998 14.17726 -1.4 1.3 0.0
N 9.92980 12.24977 15.13430 1.3 -2.4 1.8
C 10.00322 12.40866 16.49018 1.5 -2.0 0.1
C 10.28925 11.12866 17.08216 -1.2 0.8 -1.3
C 10.16993 10.20575 16.03754 0.5 1.0 -1.7
N 10.05034 10.88650 14.83799 -0.6 0.9 2.7
N 10.63693 13.68513 13.01523 -0.8 -0.3 -1.0
C 10.38926 14.75654 12.14907 2.9 -2.4 -1.2
C 11.30343 14.50299 11.10252 0.5 0.9 0.0
C 12.09202 13.30747 11.44832 -1.5 0.0 0.6
N 11.59504 12.76700 12.51344 0.0 0.7 0.9
H 8.58760 13.00928 13.62866 0.8 0.8 0.0
H 9.60193 14.38540 14.86634 -0.3 -0.6 -0.8
H 10.01436 13.38984 16.97521 -0.2 -0.5 -0.5
H 10.50950 10.85049 18.09604 -0.3 0.4 0.2
H 10.21390 9.09102 15.97281 0.1 1.3 0.4
H 9.69004 15.55373 12.35026 0.1 -0.2 0.1
H 11.62662 15.01580 10.18557 -0.9 0.4 0.7
H 12.93192 12.82215 10.94633 -0.4 0.4 -0.1
N 11.73637 8.73146 11.79881 0.5 -0.4 0.1
H 11.83328 9.10298 10.85228 0.4 0.2 0.4
H 11.22879 7.86617 11.64059 -0.1 -0.2 0.2
H 12.66597 8.45080 12.19706 -1.0 0.5 -0.7
C 6.48895 10.60658 13.60627 -1.1 0.5 -2.2
Ge 7.95278 10.19446 12.41586 1.2 -1.1 -1.0
C 7.57260 8.41700 11.62838 2.3 -0.1 1.3
C 6.42185 8.32448 10.91680 -1.3 1.0 -0.6
C 5.99065 7.11821 10.43460 -0.4 -0.9 0.3
C 6.83907 6.03188 10.61816 1.5 -0.6 0.0
C 8.10250 6.02617 11.28490 -1.2 3.3 -0.1
C 8.43953 7.28674 11.81443 -1.5 0.0 -0.3
C 8.17843 11.41546 10.80108 -1.2 0.8 0.3
C 7.71754 12.78786 10.93417 0.9 -0.7 -1.0
C 7.84316 13.67082 9.85752 -1.1 0.1 2.0
C 8.21830 13.26594 8.59471 0.0 0.8 -1.1
C 8.70394 11.94585 8.43178 0.3 -0.6 -0.2
C 9.26176 11.46135 7.22208 -2.2 3.6 0.6
C 9.61942 10.19896 7.03985 2.0 -3.6 0.4
C 9.64089 9.28388 8.12201 -0.1 0.2 -3.4
C 9.07586 9.70423 9.24642 0.6 -0.3 4.4
C 8.64996 11.04179 9.51758 0.0 -0.6 0.1
H 5.76819 11.20183 12.96576 0.6 -0.4 0.9
H 6.83846 11.18364 14.41765 0.0 0.5 1.1
H 5.97968 9.66835 13.83369 0.3 0.2 0.3
H 5.79534 9.19392 10.64840 0.4 -0.2 0.6
H 4.95196 7.08423 10.04249 1.1 -0.5 -0.2
H 6.68003 5.13457 10.11759 -1.1 -1.6 -0.7
H 8.84437 5.24570 11.37781 -0.6 -0.5 -0.2
H 9.32630 7.37551 12.40893 0.4 0.2 0.3
H 7.25985 13.14233 11.85922 0.2 -0.2 -0.2
H 7.47367 14.65910 10.09996 0.1 0.2 -0.6
H 8.04498 13.98217 7.74173 0.6 -1.0 0.9
H 9.22643 12.18342 6.43046 0.4 0.1 -0.6
H 10.05986 9.84007 6.13236 -0.1 0.2 -0.7
H 9.98403 8.26733 7.93888 0.0 0.2 0.3
H 9.18514 9.00957 10.11513 -0.7 0.7 -0.8
```
Positions in Å, forces in eV/Å.

=====

Computed, not measured: 2 unconnected molecules or ions with the total composition C4H9NO, with the ωB97M-V functional and the def2-TZVPD basis.

The calculation puts the electronic energy at -7830.5831 eV. The value obtained for the HOMO energy is -10.29 eV. For the energy above the lowest of the compared OMol25 structures with the same formula, charge and spin, the calculation gives 1.7369 eV. The SMILES is CCCN=C=O.[H][H]. The charge is 0. Its gap between HOMO and LUMO is 11.180 eV.

Structure (XYZ):
```
15
Properties=species:S:1:pos:R:3:forces:R:3
C 0.76533 0.97824 1.34285 0.0 0.0 0.0
C -0.62308 0.98224 0.70804 -0.1 0.0 0.0
C -1.10319 -0.41333 0.31259 -0.2 0.2 0.2
N -0.30887 -0.95958 -0.76819 0.0 0.3 -0.6
C -0.12079 -0.49888 -1.87185 0.0 0.0 -0.2
O 0.14645 -0.15764 -2.96163 -0.2 -0.2 0.6
H 1.07914 1.99541 1.59748 0.0 -0.1 0.0
H 0.77049 0.38599 2.26585 0.0 0.1 -0.2
H 1.51084 0.55379 0.66148 -0.1 0.1 0.1
H -0.62349 1.61641 -0.19090 0.0 -0.1 0.2
H -1.35436 1.41377 1.40101 0.1 0.0 -0.1
H -2.14749 -0.38774 -0.01496 0.0 0.0 0.2
H -1.03260 -1.10749 1.15575 0.0 0.1 -0.1
H 1.40557 -2.25242 -1.46948 0.2 -0.2 -0.2
H 1.63605 -2.14876 -2.16804 0.2 -0.2 0.0
```
Positions in Å, forces in eV/Å.

=====

Computed, not measured: a molecular structure, C30H19BrF4InN2O4PS2 at a distorted geometry, with the ωB97M-V functional and the def2-TZVPD basis.

The calculation puts the electronic energy at -159630.6330 eV. The value obtained for the HOMO energy is -8.39 eV. For the energy above the lowest of the compared OMol25 structures with the same formula, charge and spin, the calculation gives 0.6466 eV. The charge is 0. Its gap between HOMO and LUMO is 8.228 eV.

Structure (XYZ):
```
64
Properties=species:S:1:pos:R:3:forces:R:3
In -5.30835 1.31706 0.10164 -0.2 1.0 -1.2
F 9.16663 3.82903 0.14953 0.7 -0.1 0.6
C 8.07449 3.20213 -0.24134 1.2 -0.5 -1.0
C 8.12860 1.86803 -0.64974 -0.1 0.9 1.4
F 9.15411 1.11164 -0.27299 0.3 0.1 -0.4
C 6.98330 1.30262 -1.12801 -1.4 -1.0 0.1
F 7.04469 -0.05781 -1.24078 -0.5 1.1 -0.3
C 5.78647 2.04204 -1.27927 0.2 0.4 0.4
P 4.18002 1.50755 -2.01870 0.8 -0.3 -1.0
C 4.83667 0.18579 -3.15632 -0.6 0.3 0.1
C 5.62351 0.64561 -4.24091 -1.5 -0.2 1.8
C 5.89721 -0.18301 -5.28065 1.1 0.1 -1.5
C 5.46651 -1.51203 -5.28815 -0.5 0.5 -0.4
C 4.67086 -1.92558 -4.22912 0.6 -1.0 0.0
C 4.35620 -1.12367 -3.15426 -0.3 1.2 0.4
C 3.21334 0.67238 -0.73450 1.3 -1.4 0.4
C 3.79099 -0.08355 0.31868 -2.2 -0.6 0.7
C 2.95878 -0.76835 1.24033 -2.2 0.9 -2.3
C 1.54688 -0.79518 0.93964 2.2 1.2 1.0
C 1.04200 -0.05156 -0.10206 -1.5 -0.1 -0.8
C 1.84589 0.65999 -0.96172 1.2 1.0 0.7
C 5.82784 3.40987 -0.89346 -0.9 -1.4 -1.0
Br 4.32625 4.51881 -1.11145 0.0 0.2 0.2
C 6.96616 3.97006 -0.41499 -0.1 0.2 0.5
F 7.02769 5.23346 -0.04096 0.0 0.6 0.0
H 5.84566 1.69173 -4.25276 0.5 0.5 -0.2
H 6.45708 0.28410 -6.11757 -0.4 -0.8 0.4
H 5.60892 -2.13499 -6.18370 0.1 0.2 0.7
H 4.36118 -2.94668 -4.14442 -0.3 -0.5 -0.4
H 3.64863 -1.45361 -2.37146 0.7 0.1 -0.5
H 4.83029 -0.16694 0.43120 1.4 0.2 0.1
H 3.17245 -1.25688 2.16775 1.1 -0.2 0.1
H 0.93959 -1.14287 1.74811 -0.7 -0.7 -0.1
H -0.02166 0.03701 -0.34340 0.1 -0.4 0.5
H 1.49803 1.42390 -1.64456 -0.5 -0.5 -0.4
O -3.21025 1.27633 0.62787 -0.6 -0.3 -0.1
N -2.97336 1.29191 1.94406 -0.5 1.0 -0.4
C -1.70907 1.04664 2.28114 0.1 -0.8 -0.4
C -1.37501 1.21234 3.59452 1.8 -0.9 -0.4
C -2.28742 1.54123 4.56890 0.5 0.0 -0.2
C -3.56072 1.80010 4.16796 -0.5 1.0 1.8
C -3.89185 1.75086 2.85726 -1.5 -0.6 -2.6
S -5.53123 2.16953 2.34855 0.7 0.2 0.7
H -1.08848 0.61443 1.44884 -0.6 0.9 1.2
H -0.33594 1.00577 3.79873 0.1 0.0 0.5
H -1.94232 1.60201 5.57683 -0.1 0.1 0.6
H -4.32786 2.20257 4.83725 0.3 -0.5 -0.1
O -7.98568 0.43123 0.32932 -0.7 1.1 -0.5
C -7.37038 -0.57176 0.54164 0.9 -3.2 1.1
N -6.00163 -0.68389 0.48724 -0.3 0.9 -0.3
S -5.39833 -1.94757 1.33300 0.1 -0.5 -2.0
O -4.41456 -2.61232 0.54745 0.5 -0.4 -0.4
O -5.04362 -1.53876 2.62746 0.6 0.7 2.3
C -6.88075 -2.85054 1.34726 -1.8 -0.1 -0.5
C -7.17107 -4.19593 1.58056 0.2 0.0 0.3
C -8.50536 -4.62067 1.41675 1.2 0.4 -0.1
C -9.50947 -3.78626 0.98841 -0.8 0.4 0.0
C -9.21305 -2.45131 0.75257 0.6 1.6 0.1
C -7.89979 -1.97696 0.92960 -0.7 -0.4 -0.3
H -6.37518 -4.90255 1.88855 -0.7 0.5 -0.2
H -8.78326 -5.62700 1.56856 0.1 -1.1 0.3
H -10.53379 -4.20217 0.88437 0.8 0.5 0.0
H -9.92290 -1.66738 0.46099 -0.1 -0.7 0.0
H -5.70462 2.38003 -1.33525 0.4 -1.1 1.0
```
Positions in Å, forces in eV/Å.